A cluster of 2 separate species, C3H9OS in total at a distorted geometry. Source: the OMol25 dataset; level of theory: wB97M-V/def2-TZVPD.

Energy relative to the best compared isomer or geometry (same formula, charge and spin), kJ/mol: 20.2
Charge: -1
Electronic energy, hartree: -593.16521

XYZ file:
```
14
Properties=species:S:1:pos:R:3:lowdin_charge:R:1
C -0.28 0.67 -2.06 -0.15
C -1.23 0.28 -0.93 -0.39
C -0.94 -1.09 -0.27 -0.76
S 0.61 -1.09 0.70 0.19
H -0.19 -0.20 -2.72 0.06
H -0.62 1.60 -2.51 0.05
H 0.69 0.91 -1.63 0.05
H -2.27 0.32 -1.27 0.08
H -1.13 0.99 -0.10 0.07
H -1.80 -1.34 0.35 0.03
H -0.87 -1.84 -1.06 0.02
H 0.42 1.68 2.29 0.00
H 1.23 1.17 1.16 -0.09
O 1.20 1.94 1.79 -0.17
```

A cluster of 2 separate species, C3H9PS3 in total at a distorted geometry. Source: the OMol25 dataset; level of theory: wB97M-V/def2-TZVPD.

Energy relative to the best compared isomer or geometry (same formula, charge and spin), kJ/mol: 366.3
Electronic energy, hartree: -1655.52065

XYZ file:
```
16
Properties=species:S:1:pos:R:3:lowdin_charge:R:1
C 2.50 0.88 0.63 -0.12
C -3.98 -0.77 0.09 -0.58
C 1.61 -0.36 0.32 -0.52
P -0.11 -0.07 -0.39 0.17
S -0.89 -1.97 -0.43 0.21
S 0.48 0.36 -2.35 0.33
S -3.69 1.00 0.33 0.46
H 2.22 1.34 1.50 0.05
H 3.44 0.60 0.55 0.01
H 2.40 1.50 -0.31 0.08
H -4.71 -1.08 0.91 0.04
H -2.94 -1.23 0.21 -0.11
H -4.16 -0.81 -0.98 0.01
H 1.46 -1.04 1.23 0.09
H 1.93 -0.99 -0.49 0.02
H -0.48 1.36 -2.64 -0.14
```

A cluster of 2 separate species, C3H9S in total at a distorted geometry. Source: the OMol25 dataset; level of theory: wB97M-V/def2-TZVPD.

Energy relative to the best compared isomer or geometry (same formula, charge and spin), kJ/mol: 13.6
Charge: -1
Electronic energy, hartree: -517.90876

XYZ file:
```
13
Properties=species:S:1:pos:R:3:lowdin_charge:R:1
C -1.60 0.92 0.44 -0.16
C -0.51 1.28 -0.63 -0.37
C 0.82 1.54 0.09 -0.18
H -1.17 0.05 0.95 0.00
H -2.53 0.60 -0.04 0.05
H -1.78 1.75 1.17 0.06
H -0.86 2.13 -1.24 0.08
H -0.34 0.42 -1.28 0.04
H 1.55 1.95 -0.62 0.05
H 0.74 2.23 0.98 0.07
H 1.17 0.55 0.39 -0.05
S 0.67 -1.82 0.04 -0.14
H 0.19 -3.04 -0.31 -0.45
```